No. 1
105
Properties=species:S:1:pos:R:3:forces:R:3:lowdin_charge:R:1 method="wB97M-V/def2-TZVPD" fmax_ev_per_a=1.1 multiplicity=1 orbital_gap_ev=8.5 e_tot_ha=-9068.45210 charge=+1 e_above_lowest_kcal_mol=22.9 homo_ev=-11.4
Al -0.1451 0.4281 0.6550 -0.44 0.58 0.18 -0.285
C 4.2365 -1.0273 0.4479 0.11 0.05 0.24 -0.196
Si 3.9391 -1.6345 -1.2814 -0.14 -0.02 0.00 0.329
C 5.2224 -2.9062 -1.7366 0.14 -0.30 -0.10 -0.213
C 3.8610 -0.3120 -2.5720 -0.03 0.21 -0.21 -0.215
Ge 1.9042 -2.9132 -1.3544 0.02 0.08 -0.05 0.665
Si 0.8392 -3.0865 -3.4900 -0.01 -0.02 0.09 0.303
C 2.0039 -4.2330 -4.3835 0.26 -0.15 -0.07 -0.211
C 0.7318 -1.4236 -4.2975 -0.02 0.27 -0.06 -0.209
C -0.8386 -3.8686 -3.3304 -0.20 -0.13 0.06 -0.209
Si 1.9136 -4.8796 0.0147 -0.05 0.09 0.05 0.305
C 2.5627 -6.2578 -1.0507 0.11 -0.16 -0.27 -0.214
C 0.1873 -5.2520 0.5932 -0.28 -0.03 0.06 -0.211
C 3.0636 -4.5856 1.4476 0.18 0.06 0.20 -0.211
H 5.0184 -0.2579 0.4451 -0.10 -0.10 0.03 0.051
H 4.5653 -1.8506 1.0917 -0.04 0.12 -0.06 0.030
H 3.3315 -0.5938 0.8729 0.00 0.08 0.05 0.002
H 6.2177 -2.4454 -1.7062 -0.11 -0.08 -0.02 0.048
H 5.0643 -3.2890 -2.7521 0.07 0.03 0.14 0.029
H 5.2247 -3.7579 -1.0461 0.05 0.11 -0.10 0.022
H 4.6374 0.4396 -2.3909 -0.07 -0.07 -0.07 0.047
H 2.9006 0.2079 -2.5680 0.13 -0.02 -0.02 0.017
H 4.0272 -0.7447 -3.5650 -0.02 0.05 0.10 0.038
H 3.0462 -3.9030 -4.2961 -0.12 -0.06 -0.07 0.025
H 1.7547 -4.2647 -5.4499 0.03 -0.02 0.10 0.047
H 1.9380 -5.2523 -3.9877 0.03 0.10 -0.08 0.027
H 1.7153 -1.0569 -4.6052 -0.11 -0.02 0.03 0.029
H 0.2877 -0.6801 -3.6263 0.03 -0.04 -0.10 0.019
H 0.0931 -1.4895 -5.1857 0.07 0.04 0.07 0.045
H -0.8328 -4.7157 -2.6371 -0.02 0.05 -0.11 0.024
H -1.1719 -4.2280 -4.3106 0.01 0.03 0.10 0.048
H -1.5724 -3.1435 -2.9713 0.02 -0.08 0.00 -0.041
H 1.8180 -6.5746 -1.7891 0.11 0.01 0.08 0.032
H 2.8096 -7.1226 -0.4240 -0.03 0.07 -0.09 0.045
H 3.4716 -5.9647 -1.5892 -0.09 -0.09 0.07 0.031
H -0.4436 -5.5658 -0.2458 0.04 0.04 0.12 0.031
H -0.2798 -4.3777 1.0565 0.03 -0.12 -0.01 -0.012
H 0.2048 -6.0646 1.3293 -0.03 0.09 -0.09 0.046
H 4.1076 -4.5970 1.1138 -0.11 0.00 0.07 0.032
H 2.9405 -5.3753 2.1987 0.05 0.09 -0.08 0.045
H 2.8773 -3.6228 1.9314 0.03 -0.10 0.00 0.004
O 2.2135 2.7679 0.8908 -0.28 -0.37 -0.86 0.103
N 2.1442 2.0437 -0.0842 1.02 0.15 0.46 -0.432
O 2.7324 2.1495 -1.1339 -0.60 0.28 0.65 0.110
O 1.4542 0.8856 0.0565 0.05 -0.48 -0.08 -0.107
C -6.4465 5.3410 -0.3490 0.13 -0.02 -0.02 -0.034
C -5.1272 4.6145 -0.4197 -0.13 0.07 0.02 -0.239
C -4.8439 3.7487 -1.4721 -0.11 0.03 -0.05 -0.017
C -3.6472 3.0586 -1.5325 0.15 0.03 -0.07 -0.078
C -2.7327 3.2398 -0.5066 -0.17 -0.02 0.29 -0.294
C -2.9657 4.1260 0.5457 0.10 -0.08 -0.09 -0.053
C -4.1633 4.8084 0.5740 -0.10 0.10 0.01 -0.017
S -1.2361 2.3658 -0.5171 0.13 -0.03 -0.30 0.661
O -0.3632 2.8549 -1.5275 -0.17 -0.05 0.06 -0.185
O -0.6936 2.3195 0.8777 0.19 0.10 -0.12 -0.259
O -1.4879 0.8310 -0.6609 0.13 0.17 0.01 -0.460
H -7.1441 4.9739 -1.1008 0.04 0.01 0.03 0.081
H -6.3047 6.4122 -0.5106 0.01 -0.05 0.00 0.092
H -6.9029 5.2189 0.6343 0.01 -0.01 -0.02 0.087
H -5.5751 3.6011 -2.2581 0.02 0.01 0.04 0.126
H -3.4331 2.3991 -2.3654 -0.04 0.01 0.09 0.052
H -2.2172 4.2711 1.3163 -0.09 -0.04 -0.05 0.124
H -4.3610 5.5032 1.3837 0.00 -0.05 -0.05 0.126
Cl -4.8071 -0.0549 -1.0102 0.04 0.04 -0.10 0.052
Ge -2.9118 -0.8659 -1.8240 -0.11 0.00 -0.01 0.359
Cl -2.8511 0.2193 -3.7396 0.03 -0.01 0.02 0.040
Cl 0.1579 -1.6752 -0.0717 -0.08 -0.54 -0.15 0.422
C -0.4213 -1.5194 5.3164 -0.03 -0.02 0.05 -0.064
C -0.4766 -1.7068 3.7956 0.04 -0.06 -0.14 -0.641
C 0.9416 -2.0874 3.3427 0.06 0.11 0.05 -0.108
C -1.4250 -2.8535 3.4226 0.01 0.00 -0.04 -0.080
P -1.0015 -0.1056 2.9414 0.64 0.16 0.43 1.181
C -0.0065 1.1473 3.8327 0.11 0.14 -0.14 -0.341
C 1.3422 1.2485 3.4689 -0.17 -0.10 0.04 -0.118
C 2.1888 2.1605 4.0797 -0.07 -0.02 0.03 -0.051
C 1.6930 3.0038 5.0611 0.04 0.02 0.00 -0.053
C 0.3554 2.9284 5.4237 -0.01 0.00 0.01 -0.054
C -0.4878 2.0078 4.8193 -0.04 -0.01 0.02 -0.080
C -2.8278 0.2223 3.1549 -0.06 -0.04 -0.39 -0.635
C -3.6012 -0.7190 2.2022 -0.01 0.07 0.12 -0.103
C -3.0874 1.6526 2.6517 0.04 -0.01 0.02 -0.083
C -3.3645 0.0451 4.5772 -0.07 -0.06 0.03 -0.066
H -0.0943 -2.4662 5.7587 -0.04 0.07 -0.03 0.101
H -1.3825 -1.2642 5.7577 -0.01 -0.01 -0.02 0.070
H 0.3016 -0.7520 5.6004 -0.04 -0.07 -0.03 0.086
H 1.1920 -3.0516 3.7953 -0.02 0.06 0.00 0.097
H 1.6879 -1.3673 3.6842 -0.06 -0.04 -0.02 0.081
H 1.0209 -2.1974 2.2643 0.01 -0.02 -0.02 0.011
H -0.9640 -3.7970 3.7289 -0.04 0.05 -0.01 0.095
H -1.6108 -2.9101 2.3453 0.03 0.01 0.08 0.067
H -2.3814 -2.7792 3.9383 -0.01 0.03 -0.04 0.072
H 1.7540 0.6012 2.7015 0.00 0.07 -0.06 0.080
H 3.2253 2.2233 3.7742 -0.05 -0.01 -0.01 0.118
H 2.3471 3.7255 5.5350 -0.05 -0.02 -0.02 0.114
H -0.0391 3.5952 6.1802 0.01 -0.03 -0.01 0.113
H -1.5221 1.9768 5.1285 0.06 0.04 -0.04 0.087
H -3.1030 -0.8361 1.2369 0.00 0.04 0.02 0.023
H -4.5808 -0.2792 1.9945 0.09 -0.04 0.04 0.080
H -3.7648 -1.7060 2.6256 0.05 -0.04 0.03 0.075
H -2.9798 1.6980 1.5692 -0.07 -0.04 0.14 0.051
H -2.4278 2.4017 3.0900 -0.05 -0.03 -0.01 0.077
H -4.1207 1.9198 2.8856 0.02 -0.03 0.00 0.106
H -3.3648 -0.9991 4.8901 0.04 0.03 -0.02 0.073
H -4.4061 0.3797 4.5717 0.05 -0.03 0.03 0.100
H -2.8350 0.6272 5.3291 -0.06 -0.05 -0.04 0.068


No. 2
106
Properties=species:S:1:pos:R:3:forces:R:3:lowdin_charge:R:1 method="wB97M-V/def2-TZVPD" fmax_ev_per_a=8.3 multiplicity=1 orbital_gap_ev=5.3 e_tot_ha=-2494.12863 charge=+1 e_above_lowest_kcal_mol=201.3 homo_ev=-10.6
C -2.9729 -2.1779 5.8792 0.35 -0.78 -0.32 -0.097
C -3.8035 -3.4135 5.1546 0.48 -0.09 0.30 -0.233
O -4.9618 -2.9095 4.3467 2.20 -1.77 -1.41 -0.210
C -4.6542 -3.2242 2.9304 -0.38 0.38 -0.54 -0.190
C -5.9384 -2.9436 1.9194 0.42 -0.74 0.41 -0.121
O -5.4125 -2.5407 0.5815 0.48 -2.27 1.16 -0.234
C -4.6411 -3.6525 -0.0248 0.46 0.25 -0.74 -0.153
C -3.0509 -3.2562 -0.0706 -0.28 0.36 1.05 -0.169
O -2.2921 -4.1340 -0.9822 0.04 -0.51 2.11 -0.201
C -1.7893 -5.3383 -0.3038 -0.14 -1.58 -1.35 -0.077
C -0.1198 -5.4117 -0.2389 -2.84 -2.20 0.94 -0.395
O 0.1660 -6.5490 0.6942 0.09 1.16 -3.45 0.006
N 0.3445 -4.0731 0.2916 2.03 1.33 -4.32 0.193
C 0.8243 -3.3265 -0.9711 0.43 -1.45 1.72 -0.090
N 0.1226 -2.2137 -1.3613 1.28 0.62 1.14 0.187
N 2.0687 -3.8894 -1.6243 -5.23 0.49 0.54 0.048
C 2.3561 -3.2712 -2.9752 -0.10 1.14 -1.96 -0.082
C 2.9292 -1.7359 -2.9246 -1.91 5.03 -2.77 -0.216
O 2.2863 -0.8243 -3.7010 3.57 -5.79 4.81 -0.048
C 4.2037 -1.1967 -2.0449 1.60 0.44 1.39 -0.096
C 3.9401 0.2039 -1.1703 3.74 -1.84 -0.01 -0.003
C 5.1807 0.8334 -0.3024 -0.15 -4.04 -3.00 -0.036
C 6.6202 0.0306 -0.3661 -2.10 -1.17 -1.40 -0.037
C 6.8766 -1.3729 -1.2016 -4.08 1.66 -0.40 -0.043
C 5.6301 -2.0091 -2.0764 -0.70 3.69 2.39 -0.024
C 1.7721 -5.3821 -1.7904 1.10 -2.50 -1.83 -0.210
O 2.6616 -6.2629 -1.0199 -0.19 3.36 0.05 0.099
B 3.5722 -5.5149 -0.1326 0.70 0.76 2.37 -0.498
O 3.2364 -5.5378 1.3350 0.05 1.61 -3.24 0.058
O 4.7912 -4.7827 -0.5270 -3.66 0.03 1.42 0.070
O 0.3175 -5.6962 -1.6143 2.63 1.59 2.60 0.006
H -3.4400 -1.1171 5.6753 0.71 -2.33 0.58 0.093
H -1.8942 -2.1843 5.4203 -1.99 0.15 0.94 0.067
H -2.8622 -2.4389 7.0178 -0.32 0.86 -2.21 0.082
H -3.0333 -4.0037 4.4646 -1.75 1.25 1.37 0.112
H -4.2188 -4.1994 5.9255 0.74 1.76 -1.41 0.131
H -4.3580 -4.3692 2.7685 -0.43 2.38 0.62 0.130
H -3.7608 -2.5149 2.6166 -1.74 -1.45 0.38 0.132
H -6.5156 -3.9708 1.7362 0.97 2.34 0.73 0.145
H -6.6386 -2.1037 2.3563 1.51 -1.73 -1.13 0.139
H -4.7694 -4.6779 0.5241 0.05 1.95 -0.93 0.132
H -5.0023 -3.7642 -1.1324 0.70 0.17 2.06 0.150
H -2.9683 -2.1216 -0.4042 -0.04 -2.48 0.53 0.138
H -2.5702 -3.3894 1.0139 -1.15 0.54 -2.13 0.112
H -2.0993 -6.2598 -0.9955 0.76 1.93 1.52 0.169
H -2.2613 -5.5536 0.7452 1.12 0.75 -1.80 0.155
H 0.3127 -7.3506 0.0782 -0.20 1.80 1.40 0.157
H -0.4088 -3.5389 0.7763 0.60 -0.65 -0.95 0.132
H 0.1164 -1.3843 -0.6952 -0.51 -1.71 -1.02 0.174
H -0.3716 -2.0703 -2.2688 1.41 -0.31 0.71 0.164
H 1.3402 -3.2536 -3.5900 2.30 0.20 1.07 0.160
H 3.1216 -3.8942 -3.6388 -1.51 1.04 1.95 0.174
H 2.8579 0.6952 -1.2081 2.71 -1.15 0.04 0.101
H 4.9935 1.8346 0.2790 0.74 -2.21 -1.27 0.096
H 7.5371 0.4975 0.2365 -2.28 -1.20 -1.50 0.102
H 7.9075 -1.9578 -1.2153 -2.40 1.65 0.15 0.102
H 5.7282 -2.9970 -2.7292 -0.14 2.41 1.67 0.108
H 1.9883 -5.6215 -2.9400 -0.76 0.43 2.63 0.204
H 3.0588 -4.6094 1.6671 0.51 -1.66 -0.42 0.110
H 4.7908 -3.9598 0.0790 0.49 -1.94 -1.27 0.131
C 9.2033 5.2241 -3.5335 -0.25 0.23 0.14 -0.106
O 7.9650 5.5735 -2.9373 0.00 -0.32 0.14 -0.206
C 6.9874 4.5404 -3.0774 0.06 0.71 0.27 -0.192
C 5.8484 4.7436 -2.0762 0.21 -0.36 -0.07 -0.169
O 6.1746 4.2828 -0.7585 0.13 0.26 -0.12 -0.166
C 7.0757 5.1159 -0.0171 -0.41 0.04 0.25 -0.169
C 6.4145 6.4000 0.4924 0.44 0.19 -0.64 -0.192
O 6.3672 7.3814 -0.5456 -0.25 -0.25 0.08 -0.207
C 5.4244 8.4040 -0.2735 0.30 -0.11 -0.13 -0.107
H 9.0757 5.0399 -4.6036 0.09 -0.10 -0.06 0.087
H 9.8974 6.0572 -3.3981 -0.20 -0.06 0.00 0.091
H 9.6240 4.3402 -3.0446 0.05 -0.11 -0.10 0.085
H 7.4490 3.5593 -2.9130 -0.07 -0.03 0.01 0.124
H 6.5946 4.5902 -4.0971 -0.13 -0.19 -0.10 0.125
H 5.0021 4.1262 -2.3979 0.15 -0.05 0.06 0.122
H 5.4979 5.7779 -2.0589 0.27 0.03 -0.04 0.121
H 7.9855 5.3190 -0.5846 -0.15 0.22 -0.08 0.121
H 7.3696 4.5196 0.8544 -0.15 0.04 -0.08 0.123
H 7.0066 6.8168 1.3144 -0.04 -0.13 0.20 0.126
H 5.4017 6.1756 0.8482 0.03 -0.06 0.03 0.125
H 4.4162 7.9857 -0.2128 -0.10 0.03 0.13 0.085
H 5.4503 9.1239 -1.0947 0.11 -0.15 0.08 0.091
H 5.6767 8.9201 0.6576 -0.12 0.05 0.06 0.088
C -8.4227 5.0007 -0.8830 0.26 -0.23 0.09 -0.108
O -7.6074 4.1674 -0.0759 -0.25 -0.07 0.10 -0.211
C -7.8565 4.3553 1.3188 0.43 -0.38 -0.39 -0.192
C -7.3120 3.1727 2.1228 -0.47 0.12 0.05 -0.171
O -8.1831 2.0344 2.1008 0.29 0.08 -0.41 -0.136
C -8.1989 1.2909 0.8750 0.18 -0.21 0.45 -0.163
C -6.9361 0.4478 0.6753 -0.13 0.57 -0.47 -0.191
O -5.8728 1.2563 0.1668 0.24 -0.10 0.29 -0.193
C -4.6045 0.6513 0.3508 -0.36 0.28 -0.30 -0.112
H -8.2360 6.0542 -0.6583 -0.12 0.10 -0.01 0.086
H -8.1753 4.8132 -1.9308 0.06 -0.02 0.19 0.089
H -9.4794 4.7622 -0.7289 -0.07 0.13 0.02 0.087
H -8.9335 4.4562 1.4996 0.04 -0.02 0.07 0.128
H -7.3493 5.2743 1.6265 -0.05 0.12 0.21 0.124
H -7.2577 3.4759 3.1743 -0.14 -0.05 -0.12 0.126
H -6.2987 2.9023 1.8180 -0.09 0.09 -0.23 0.117
H -8.3998 1.9395 0.0206 0.28 0.00 -0.03 0.120
H -9.0506 0.6065 0.9632 0.15 0.06 0.11 0.128
H -7.1328 -0.3399 -0.0600 -0.09 -0.18 0.13 0.125
H -6.6433 -0.0071 1.6293 -0.05 0.05 0.00 0.109
H -4.3962 0.5207 1.4161 0.05 -0.19 0.11 0.089
H -3.8433 1.3115 -0.0710 -0.17 0.07 0.00 0.087
H -4.5614 -0.3130 -0.1642 0.04 -0.08 0.13 0.058